<A>
Entry from OMol25: a cluster of 4 separate species, C2H11NO3 in total (ωB97M-V/def2-TZVPD).

Summary:
E_HOMO = -9.05 eV
Gap between HOMO and LUMO = 4.23 eV

Cartesian coordinates (Å):
C 0.5555 -1.1505 0.7509
N -0.7574 -0.6965 1.0071
C -1.0149 0.6755 0.8609
O 1.1781 1.9887 0.2897
H 1.2289 -0.3328 0.5239
H 0.6011 -1.9294 -0.0127
H 0.8519 -1.5418 1.7433
H -1.4528 -1.2679 0.4626
H -0.2452 1.1715 1.4495
H -1.0281 1.0584 -0.1691
H -2.0763 0.8365 1.0848
H 2.0784 2.3784 0.3000
H 1.0094 1.2726 -1.1357
O 0.8990 0.8701 -2.0406
H 0.3701 0.0678 -1.9270
H -1.3682 -1.8731 -1.9613
O -0.8296 -1.5277 -1.2261

***

<B>
Entry from OMol25: a cluster of 3 separate species, C2H11NO3 in total (ωB97M-V/def2-TZVPD).

Summary:
SMILES = CNCO.O.O
E_HOMO = -9.52 eV
Gap between HOMO and LUMO = 10.21 eV

Cartesian coordinates (Å):
C -1.8917 -0.5567 1.5027
N -0.5694 -0.0108 1.0276
C -0.4069 0.7827 -0.1262
O -0.3966 -0.1211 -1.4060
H -2.6184 -0.4390 0.6937
H -2.2102 0.0396 2.4215
H -1.7532 -1.6617 1.6201
H 0.0545 -0.0072 1.8731
H -1.3619 1.3469 -0.3523
H 0.3648 1.5112 -0.0687
H -0.4363 -0.8728 -0.8285
O 2.0736 1.3373 -1.4969
H 2.3684 1.7510 -2.3187
H 1.3630 0.5954 -1.7049
O 1.9478 -1.3809 -0.6147
H 1.5153 -0.5605 -0.5136
H 1.9573 -1.7535 0.2917

***

We find <B> to be the most stable, with the next structure 6.430 eV higher.

***

<A>
Entry from OMol25: the ion C6H10N5 with charge +1 (ωB97M-V/def2-TZVPD).

Summary:
SMILES = [H]/N=C(\C)N/C(C)=N\C(=[NH2+])C#N
E_HOMO = -13.92 eV
Net charge = +1
Gap between HOMO and LUMO = 9.72 eV

Cartesian coordinates (Å):
H -1.9596 2.0346 -0.3858
N -1.2945 1.2469 -0.1542
C -1.1185 0.4668 -1.1196
C -1.9542 0.3025 -2.3153
N -0.0669 -0.4486 -1.0931
C 0.7978 -0.7584 -0.1153
C 2.1211 -1.5643 -0.4582
N 0.5664 -0.5073 1.1130
C 0.3939 0.3161 2.0627
N 0.1920 -0.0365 3.3216
C 0.6650 1.6893 1.7572
N 0.6971 2.7472 1.3256
H -2.8245 -0.1784 -1.9405
H -1.6694 -0.1833 -3.2202
H -2.1395 1.2805 -2.7206
H 0.2542 -0.7296 -2.1032
H 2.3357 -1.2592 -1.4626
H 2.0058 -2.6674 -0.4699
H 2.7877 -1.3759 0.4142
H -0.2051 -0.9339 3.5414
H 0.4153 0.5587 4.0227

***

<B>
Entry from OMol25: the ion C6H10N5 with charge +1 (ωB97M-V/def2-TZVPD).

Summary:
SMILES = [H]/N=C1/Cn2ccnc2CN1[NH3+]
E_HOMO = -12.20 eV
Net charge = +1
Gap between HOMO and LUMO = 7.91 eV

Cartesian coordinates (Å):
H -2.8801 1.3454 -0.8575
N -2.0474 1.6977 -0.4371
C -1.2487 0.9192 0.0337
C 0.2920 1.6267 0.5669
N 1.3426 0.7157 0.2589
C 2.5798 0.9773 -0.2821
C 3.1688 -0.2253 -0.4880
N 2.2885 -1.2464 -0.1639
C 1.2167 -0.6393 0.3140
C -0.0910 -1.2711 0.5649
N -1.2575 -0.5104 0.1248
N -2.3875 -1.2658 -0.3289
H 0.2865 2.4613 -0.0516
H 0.2967 1.8418 1.6251
H 2.9451 1.9467 -0.3845
H 4.2241 -0.2252 -0.6758
H -0.1449 -2.1159 0.0207
H -0.3689 -1.6885 1.5827
H -3.1749 -0.6333 -0.2981
H -2.5253 -2.0839 0.2304
H -2.5148 -1.6266 -1.3547

***

We find <A> to be the most stable, with the next structure 1.996 eV higher.

***

<A>
Entry from OMol25: the molecule C8H14O (ωB97M-V/def2-TZVPD).

Summary:
SMILES = C=C(C)CC/C(O)=C\C
E_HOMO = -8.32 eV
Gap between HOMO and LUMO = 9.02 eV

Cartesian coordinates (Å):
C -1.5227 1.4519 2.6878
C -0.6267 0.7667 2.0037
C 0.4908 0.1091 2.7102
C -0.6014 0.8890 0.4633
C 0.2920 0.0049 -0.6858
C 0.4091 0.4109 -2.2088
O 0.4293 1.7030 -2.5437
C 0.6261 -0.6211 -3.0252
C 0.3688 -2.0493 -2.7250
H -1.6476 1.4378 3.7963
H -2.3769 1.9137 2.1162
H 1.4282 0.5917 2.2372
H 0.5185 -0.9849 2.4599
H 0.4089 0.0788 3.7878
H -0.4660 1.9722 0.3583
H -1.6603 0.6530 0.1786
H 1.3788 -0.0819 -0.4028
H -0.2360 -0.9722 -0.6741
H 0.4325 2.1236 -1.6557
H 0.7879 -0.3740 -4.0728
H 1.1216 -2.4835 -2.0122
H 0.6289 -2.6089 -3.5686
H -0.6056 -2.2129 -2.2426

***

<B>
Entry from OMol25: a cluster of 2 separate species, C8H14O in total (ωB97M-V/def2-TZVPD).

Summary:
E_HOMO = -8.36 eV
Gap between HOMO and LUMO = 8.68 eV

Cartesian coordinates (Å):
C -0.0823 -1.0564 -0.4544
C -0.4407 2.3322 -0.8434
C -1.0819 -1.0435 -1.6137
C 0.4593 -2.4813 -0.2219
C 0.7699 1.0138 1.6248
C -0.0328 -0.0536 1.9180
C -0.7168 -0.5705 0.8155
C 1.8683 1.7178 1.6381
O -0.5831 1.5303 0.2923
H 0.7622 -0.4056 -0.6915
H -0.4749 -0.1054 2.9060
H -1.7056 -0.9828 1.0080
H 0.0048 3.2969 -0.5579
H -1.4136 2.5570 -1.3010
H 0.2201 1.8826 -1.6042
H -1.4902 -0.0472 -1.7731
H -0.6043 -1.3723 -2.5382
H 1.2096 -2.4905 0.5692
H -0.3440 -3.1668 0.0603
H 0.9145 -2.8604 -1.1393
H -1.9129 -1.7248 -1.4106
H 2.7744 1.3008 2.0604
H 1.9001 2.7297 1.2566

***

We find <A> to be the most stable, with the next structure 1.794 eV higher.

***

<A>
Entry from OMol25: the molecule C4H6NP (ωB97M-V/def2-TZVPD).

Summary:
SMILES = Cp1cccn1
E_HOMO = -8.66 eV
Gap between HOMO and LUMO = 8.94 eV

Cartesian coordinates (Å):
C -1.9379 0.2897 0.1814
P -0.8654 -0.8516 -0.7522
C 0.8779 0.5953 -1.0622
C 1.7830 0.1731 -0.2027
C 1.2216 -0.8935 0.6475
N 0.0307 -1.3488 0.5122
H -3.0859 0.2103 0.1851
H -1.7531 1.3647 -0.1406
H -1.6760 0.3661 1.1684
H 0.7085 1.3004 -1.8428
H 2.8485 0.2983 -0.1226
H 1.8479 -1.5040 1.4287

***

<B>
Entry from OMol25: the molecule C4H6NP (ωB97M-V/def2-TZVPD).

Summary:
SMILES = N=C=PC1CC1
E_HOMO = -8.17 eV
Gap between HOMO and LUMO = 9.21 eV

Cartesian coordinates (Å):
N 3.0920 -1.0137 -0.1936
C 2.2660 -0.1763 0.0923
P 1.2503 1.1181 0.1636
C -0.2525 0.1751 -0.3918
C -1.5813 0.8725 -0.3887
C -1.3065 -0.2071 0.6077
H 3.4384 -1.7365 0.4201
H -0.0657 -0.5170 -1.2042
H -1.6181 1.8881 -0.0223
H -2.2561 0.6786 -1.2081
H -1.7863 -1.1677 0.4847
H -1.1802 0.0859 1.6403

***

We find <B> to be the most stable, with the next structure 0.329 eV higher.

***

<A>
Entry from OMol25: a structure of composition C4H3Br2NO (ωB97M-V/def2-TZVPD).

Summary:
E_HOMO (spin up / spin down) = -8.65 / -8.72 eV
Gap between HOMO and LUMO (spin up / spin down) = 7.08 / 6.85 eV

Cartesian coordinates (Å):
C -0.5013 1.2653 1.2956
C -1.9329 -0.0293 -1.9790
C 0.5620 0.4867 1.2113
C -2.4956 -0.1430 -0.6785
N -1.4376 1.9867 1.3987
O -1.8757 1.0122 -2.5958
Br -2.6038 -1.8046 0.1957
Br -3.2056 1.3117 0.1498
H -1.5382 -0.9825 -2.3678
H 0.7066 -0.2966 1.9358
H 1.3507 0.6941 0.5107

***

<B>
Entry from OMol25: a structure of composition C4H3Br2NO (ωB97M-V/def2-TZVPD).

Summary:
E_HOMO = -10.14 eV
Gap between HOMO and LUMO = 9.23 eV

Cartesian coordinates (Å):
C 0.0620 0.2786 0.1356
C -1.1584 -2.0066 0.2074
C -0.7877 1.2425 0.2029
C 1.5233 0.0833 -0.3118
N -0.6792 -1.2845 1.0442
O -1.5460 -2.7549 -0.5938
Br -0.2355 2.9494 -0.6613
Br -2.5035 1.2821 0.9624
H 1.9012 -0.4221 0.5847
H 2.0013 1.0289 -0.3331
H 1.4225 -0.3967 -1.2369

***

We find <B> to be the most stable, with the next structure 1.891 eV higher.